<1>
The following is a DFT calculation (ωB97M-V/def2-TZVPD) of 2 unconnected molecules or ions with the total composition C9H18N2O.

Cartesian coordinates (Å):
N1 -4.31626 1.30712 0.76251
C1 -4.03323 0.35207 -0.35483
C2 -4.13851 -1.05740 -0.02603
N2 -3.05401 -1.72956 -0.10260
O1 -1.99916 -0.82586 -0.36087
C3 -2.53564 0.43076 -0.80466
H1 -4.08706 0.97906 1.71591
H2 -5.27263 1.61672 0.81394
H3 -4.66542 0.68833 -1.20302
H4 -5.08298 -1.48052 0.35078
H5 -1.97286 1.12777 -0.25327
H6 -2.46824 0.53391 -1.88431
C4 2.07498 1.42068 0.51220
C5 2.70036 0.13833 -0.09619
C6 3.91221 0.34457 -0.99378
C7 1.50991 -0.76543 -0.64534
C8 1.39851 -1.35177 0.77630
C9 2.82507 -0.86215 1.04674
H7 1.96463 2.15448 -0.30394
H8 1.10733 1.12160 0.92456
H9 2.64283 1.88719 1.31504
H10 3.67246 1.24882 -1.63393
H11 4.84602 0.45483 -0.45371
H12 4.10606 -0.56510 -1.61038
H13 0.66592 -0.19207 -1.05162
H14 1.73320 -1.51294 -1.42028
H15 0.65204 -0.83817 1.41787
H16 1.22332 -2.42656 0.78286
H17 3.55730 -1.69152 0.77739
H18 3.03387 -0.50718 2.00265

The orbital gap is 10.33 eV. Its multiplicity is 1. The molecular weight is 170.256 g mol⁻¹. The calculation puts the LUMO energy at 0.754 eV.

<2>
The following is a DFT calculation (ωB97M-V/def2-TZVPD) of 2 unconnected molecules or ions with the total composition C9H18N2O.

Cartesian coordinates (Å):
C1 0.85873 -0.35241 -0.57409
C2 1.84163 0.80653 -0.50475
C3 3.23634 0.37358 -0.15524
O1 3.86155 -0.43674 -1.13062
C4 3.67352 0.12118 1.26668
C5 4.16794 1.34587 0.51980
H1 -0.09271 -0.00352 -0.98400
H2 0.67415 -0.81863 0.39550
H3 1.25019 -1.15003 -1.21532
H4 1.89962 1.27710 -1.50577
H5 1.43738 1.53845 0.18733
H6 3.32680 -0.36350 -1.94701
H7 4.41699 -0.67209 1.36767
H8 2.93392 0.17822 2.08092
H9 5.19160 1.32069 0.16643
H10 3.81154 2.32544 0.85510
C6 -2.39171 -1.78847 -0.43989
N1 -3.36893 -0.78306 -0.06864
C7 -3.34682 -0.63863 1.36905
C8 -3.05300 0.49341 -0.66973
C9 -4.01748 1.57586 -0.38196
N2 -4.73884 2.47324 -0.20500
H11 -2.75568 -2.78181 -0.05766
H12 -2.25217 -1.87401 -1.53963
H13 -1.40156 -1.61182 0.02399
H14 -3.93974 0.22740 1.67869
H15 -2.30795 -0.51240 1.75703
H16 -3.78088 -1.52585 1.85161
H17 -2.07190 0.87296 -0.35588
H18 -3.06254 0.38303 -1.78461

The orbital gap is 9.94 eV. Its multiplicity is 1. The molecular weight is 170.256 g mol⁻¹. The calculation puts the LUMO energy at 0.546 eV.

Most stable to least stable: <2>, <1>

<1>
The following is a DFT calculation (ωB97M-V/def2-TZVPD) of a single C3H5ClOS molecule.

Cartesian coordinates (Å):
C1 -1.26691 -0.74996 1.11374
O1 -0.20252 -0.66945 0.17186
C2 0.24611 0.55592 -0.07399
S1 -0.23293 1.95015 0.63630
C3 1.35438 0.44858 -1.15909
Cl1 0.78288 -0.39069 -2.63343
H1 -2.13669 -0.18095 0.79936
H2 -0.95392 -0.39838 2.08846
H3 -1.53551 -1.79448 1.20042
H4 1.79847 1.40294 -1.42755
H5 2.14663 -0.17368 -0.71609

The orbital gap is 9.28 eV. Its multiplicity is 1. The molecular weight is 124.592 g mol⁻¹. The calculation puts the LUMO energy at 0.136 eV.

<2>
The following is a DFT calculation (ωB97M-V/def2-TZVPD) of a single C3H5ClOS molecule.

Cartesian coordinates (Å):
Cl1 2.46409 0.45943 -0.56212
C1 1.15494 -0.22283 0.82605
O1 0.31505 0.78618 0.91744
C2 -0.54763 0.84456 -0.26859
C3 -1.10605 -0.61391 -0.39690
S1 0.28108 -1.63984 0.21573
H1 1.65666 -0.34941 1.76139
H2 0.25266 0.89325 -0.95499
H3 -1.24093 1.65111 -0.13357
H4 -1.95950 -0.89636 0.03523
H5 -1.27036 -0.91219 -1.43966

The orbital gap is 9.94 eV. Its multiplicity is 1. The molecular weight is 124.592 g mol⁻¹. The calculation puts the LUMO energy at 0.648 eV.

Most stable to least stable: <1>, <2>

<1>
The following is a DFT calculation (ωB97M-V/def2-TZVPD) of a single C3H2BrClN2 molecule.

Cartesian coordinates (Å):
C1 -0.98596 -0.60964 0.09225
C2 -0.16768 0.43829 -0.44679
C3 1.00713 0.93585 0.01275
N1 -0.41041 -1.44209 0.85463
N2 -0.14337 -2.23159 1.63579
Cl1 1.94918 2.08808 -0.75118
Br1 -0.77108 1.23065 -2.05315
H1 -1.79836 -1.19987 -0.41701
H2 1.32056 0.79032 1.07270

The orbital gap is 8.37 eV. Its multiplicity is 1. The molecular weight is 181.420 g mol⁻¹. The calculation puts the LUMO energy at 0.037 eV.

<2>
The following is a DFT calculation (ωB97M-V/def2-TZVPD) of a single C3H2BrClN2 molecule.

Cartesian coordinates (Å):
C1 0.70055 -0.77044 0.23308
C2 1.90995 0.09887 0.16064
C3 1.87270 1.37645 -0.06584
N1 -0.39699 -0.16416 0.16976
N2 -0.50337 1.07442 0.32048
Cl1 2.56980 2.88188 0.00763
Br1 3.48444 -0.90818 -0.02396
H1 0.94358 -1.76219 0.29848
H2 -0.62179 1.63352 -0.50143

The orbital gap (alpha / beta) is 8.15 / 8.54 eV. Its multiplicity is 1. The molecular weight is 181.420 g mol⁻¹. The calculation puts the LUMO energy (alpha / beta) at -0.686 / -0.190 eV.

Most stable to least stable: <1>, <2>

<1>
The following is a DFT calculation (ωB97M-V/def2-TZVPD) of 2 unconnected molecules or ions with the total composition ClHNO2S.

Cartesian coordinates (Å):
N1 -1.28971 1.41165 -0.49622
O1 0.97910 0.23192 1.13371
O2 1.20820 -1.04890 -0.88719
S1 0.25489 -0.52985 0.06394
Cl1 -0.46755 -2.20886 1.19537
H1 -0.68494 2.14404 -1.00961

The orbital gap (alpha / beta) is 7.27 / 7.22 eV. As for the charge: -1. Its multiplicity is 1. The molecular weight is 114.533 g mol⁻¹. The calculation puts the LUMO energy (alpha / beta) at 2.775 / 2.897 eV.

<2>
The following is a DFT calculation (ωB97M-V/def2-TZVPD) of 2 unconnected molecules or ions with the total composition ClHNO2S.

Cartesian coordinates (Å):
N1 1.02110 0.33542 -0.70987
O1 0.49196 0.61865 1.68983
O2 0.04371 -1.51682 0.70539
S1 0.29702 -0.13202 0.49633
Cl1 -2.22656 0.61450 -0.67464
H1 0.37278 0.08027 -1.50705

The orbital gap is 8.53 eV. As for the charge: -1. Its multiplicity is 1. The molecular weight is 114.533 g mol⁻¹. The calculation puts the LUMO energy at 3.422 eV.

Most stable to least stable: <2>, <1>